No. 1
A molecular structure, C5H6AgLiO4 at a distorted geometry. Source: the Open Molecules 2025 dataset; level of theory: ωB97M-V with the def2-TZVPD basis set.

Structure (XYZ):
```
17
C5H6AgLiO4 ωB97M-V with the def2-TZVPD basis set
O 1.75 1.84 -0.61
C 0.65 2.37 -0.91
O 0.33 3.52 -0.53
O -0.12 1.67 -1.75
C -1.28 2.28 -2.32
Ag 2.85 3.88 0.66
H -1.33 1.88 -3.35
H -1.04 3.33 -2.54
C -2.82 2.64 -1.33
C -2.74 1.27 -1.66
H -3.36 3.30 -2.01
H -2.75 2.82 -0.25
Li -3.14 -2.04 -1.39
O -4.17 -0.66 -0.89
C -3.14 0.20 -0.84
H -2.89 0.41 0.22
H -2.96 0.12 -2.35
```

The total charge is 0. For the HOMO energy, the calculation gives -5.196 eV. As for the molar mass: 244.91 u. The energy above the lowest of the compared OMol25 structures with the same formula, charge and spin is 350.8 kJ/mol. Its total energy is -649.23871 a.u. The calculation puts the orbital gap at 3.00 eV.

=====

No. 2
A molecular structure, C5H6BeO3 at a distorted geometry. Source: the Open Molecules 2025 dataset; level of theory: ωB97M-V with the def2-TZVPD basis set.

Structure (XYZ):
```
15
C5H6BeO3 ωB97M-V with the def2-TZVPD basis set
O 2.65 0.70 -0.40
C 1.60 0.10 -0.29
O 0.48 0.50 -0.85
O 1.45 -1.00 0.42
C 0.08 -1.42 0.40
C -0.59 -0.44 -0.57
C -1.79 0.29 -0.02
C -1.65 1.18 1.03
Be 3.66 0.25 0.22
H -0.31 -1.33 1.42
H 0.03 -2.46 0.07
H -0.84 -0.93 -1.53
H -2.67 -0.36 0.18
H -2.21 1.66 -0.17
H -0.76 1.83 1.02
```

The total charge is 0. For the HOMO energy, the calculation gives -5.114 eV. As for the molar mass: 123.11 u. Its total energy is -434.28157 a.u. The calculation puts the orbital gap at 4.34 eV.

=====

No. 3
A molecular structure, C5H6Br2 at a distorted geometry. Source: the Open Molecules 2025 dataset; level of theory: ωB97M-V with the def2-TZVPD basis set.

Structure (XYZ):
```
13
C5H6Br2 ωB97M-V with the def2-TZVPD basis set
C -1.62 -0.53 -0.16
C -0.78 -0.95 -1.09
C -0.73 -0.05 0.94
C 0.57 -0.30 0.14
C 1.23 0.90 -0.43
Br 1.77 -1.63 0.82
Br 2.20 1.93 0.96
H -2.70 -0.54 -0.18
H -0.73 -1.42 -2.04
H -0.86 0.99 1.25
H -0.80 -0.68 1.83
H 0.49 1.59 -0.83
H 1.97 0.67 -1.20
```

The total charge is 0. For the HOMO energy, the calculation gives -9.385 eV. As for the molar mass: 225.91 u. The energy above the lowest of the compared OMol25 structures with the same formula, charge and spin is 153.7 kJ/mol. Its total energy is -5342.05573 a.u. The calculation puts the orbital gap at 10.13 eV.